Computed, not measured: a cluster of 2 separate species, C3H10NO in total in a non-equilibrium geometry, with ωB97M-V/def2-TZVPD.

CARTESIAN COORDINATES (ANGSTROEM)
C (-2.288429, 0.660080, -0.562174)
N (-1.266392, -0.281886, 0.081715)
H (-2.413966, 0.168780, -1.561345)
H (-1.819963, 1.640072, -0.571373)
H (-3.213454, 0.682886, 0.021838)
H (-1.510972, -1.210075, -0.243965)
H (-0.313681, -0.055440, -0.347288)
H (-1.132511, -0.283586, 1.095751)
C (2.520678, -0.635181, 0.871750)
C (1.719508, 0.275191, 0.376004)
O (1.154472, 0.224924, -0.944045)
H (2.452313, -1.668215, 0.571841)
H (3.148389, -0.208245, 1.681601)
H (1.253094, 1.127784, 0.912424)
H (1.710913, -0.437096, -1.382735)

Cartesian forces, eV/Å:
C 0.5 -1.0 0.1
N 0.2 0.4 -0.6
H -0.2 1.1 0.8
H -0.2 0.0 -0.4
H 0.2 -0.2 -0.3
H 0.1 -0.4 0.4
H -0.7 -0.4 -0.1
H -0.5 0.1 -0.1
C 0.3 0.8 1.2
C -1.5 1.4 -1.1
O 0.5 -0.7 1.5
H 1.0 -0.1 -0.5
H -0.7 -1.2 0.0
H 1.3 -0.1 -0.5
H -0.3 0.1 -0.4

Energy above the lowest of the compared OMol25 structures with the same formula, charge and spin ... 167.9 kJ/mol
Total energy ... -249.9899 Eh
Molar mass ... 76.12 g mol⁻¹
HOMO energy ... -13.63 eV
Orbital gap ... 10.16 eV
Charge ... +1

***

Computed, not measured: the ion C32H28NO2S with charge +1 in a non-equilibrium geometry, with ωB97M-V/def2-TZVPD.

CARTESIAN COORDINATES (ANGSTROEM)
C (-0.054491, -3.790128, -4.482039)
C (0.446316, -2.393785, -4.170464)
C (-0.181939, -2.085825, -2.848459)
C (-0.653517, -3.327331, -2.347035)
O (-0.479141, -4.370217, -3.225169)
C (-1.209735, -3.437163, -1.051932)
C (-1.251167, -2.275677, -0.280594)
C (-0.892844, -1.005810, -0.822959)
C (-1.016853, 0.268573, -0.026344)
C (-2.380051, 0.261422, 0.716541)
C (-2.649592, 1.180909, 1.787247)
C (-3.763211, 1.014426, 2.628383)
C (-4.769244, 0.100454, 2.279332)
O (-5.808485, -0.089917, 3.134543)
C (-5.505762, 0.783911, 4.265113)
C (-4.224011, 1.571706, 3.944658)
C (-4.647735, -0.666770, 1.116454)
C (-3.502539, -0.556374, 0.337528)
C (-0.415240, -0.914049, -2.156979)
H (-0.906475, -3.715094, -5.176591)
H (0.723757, -4.414506, -4.944272)
H (1.535007, -2.415336, -4.052213)
H (0.214227, -1.640155, -4.919337)
H (-1.564663, -4.430255, -0.699990)
H (-1.551282, -2.445027, 0.760728)
H (-0.952987, 1.187598, -0.667452)
H (-1.946305, 1.972248, 2.079151)
H (-6.358062, 1.469317, 4.447696)
H (-5.387623, 0.155925, 5.166565)
H (-3.482002, 1.426503, 4.718139)
H (-4.452232, 2.641141, 3.842677)
H (-5.449774, -1.329987, 0.797813)
H (-3.528887, -1.234133, -0.514288)
H (-0.195350, 0.093664, -2.645721)
C (2.813623, -1.572772, -0.277689)
N (2.623784, -0.201417, -0.832693)
C (3.585332, 0.432021, -1.678634)
C (3.234396, 1.748588, -1.978716)
C (4.165964, 2.581120, -2.636303)
C (5.294474, 2.016464, -3.224592)
C (5.593549, 0.664246, -3.046201)
C (4.782470, -0.115595, -2.196585)
S (1.615711, 2.097596, -1.282743)
C (1.440230, 0.480609, -0.654593)
C (0.535418, 0.174919, 0.546420)
C (0.843970, 1.133194, 1.733651)
C (1.759227, 2.187542, 1.654102)
C (1.640260, 3.299557, 2.523353)
C (0.854979, 3.198729, 3.668552)
C (0.201918, 1.986759, 3.955115)
C (0.166564, 0.971121, 2.971152)
H (2.827893, -1.540643, 0.830959)
H (1.958238, -2.145879, -0.660043)
H (3.748474, -1.986361, -0.660455)
H (3.999450, 3.664958, -2.680354)
H (5.952769, 2.604099, -3.858626)
H (6.433102, 0.241103, -3.593152)
H (5.057981, -1.157045, -1.996009)
H (0.593475, -0.889908, 0.905764)
H (2.579313, 2.284830, 0.939574)
H (2.143867, 4.237049, 2.234960)
H (0.667120, 4.094984, 4.277171)
H (-0.374965, 1.841206, 4.877819)
H (-0.476691, 0.078669, 3.148067)

Cartesian forces, eV/Å:
C -0.2 0.0 -0.7
C 0.6 0.7 0.1
C -0.9 -1.6 0.2
C 0.0 0.6 0.5
O 0.0 0.6 0.3
C 0.6 -0.5 -1.2
C 0.5 0.1 -0.3
C -1.1 -0.5 -1.6
C 0.6 -0.2 -0.7
C -0.8 1.1 1.2
C 0.2 -0.7 0.4
C -1.1 -1.0 -0.9
C 0.7 -1.2 -1.2
O 1.0 1.2 0.3
C -0.7 0.1 0.7
C 0.1 0.9 -0.2
C -0.1 0.7 0.1
C 0.9 -0.1 0.5
C 0.2 0.6 0.3
H 0.1 -0.3 0.4
H -0.4 0.0 0.3
H 0.0 0.1 0.0
H 0.0 -0.2 -0.2
H 0.3 1.0 -0.1
H -0.1 0.7 -0.4
H -0.4 -0.8 0.2
H -0.1 -0.5 -0.3
H 0.4 -0.5 -0.3
H -0.1 0.2 -0.5
H 0.2 0.2 0.2
H 0.2 -0.2 0.3
H 0.2 0.1 0.1
H 0.6 0.4 0.0
H -0.4 -1.5 0.8
C -0.5 0.4 -0.2
N -1.3 0.4 -0.4
C 0.0 -0.3 0.2
C -0.2 0.0 0.6
C -0.6 0.4 -0.2
C -0.4 0.1 0.2
C -1.1 -0.5 0.7
C 0.2 -0.1 -0.4
S 0.4 -0.9 -1.0
C 3.5 0.1 1.3
C -1.5 0.2 1.5
C 0.5 -0.3 0.4
C -0.2 1.3 0.6
C 0.1 -0.6 0.0
C -0.5 0.3 -0.1
C 0.0 -0.5 -0.8
C -0.2 0.2 0.1
H 0.0 0.0 -0.7
H 0.3 -0.2 0.3
H -0.3 0.1 0.1
H -0.1 -0.6 -0.3
H -0.2 0.1 0.3
H -0.1 -0.1 0.4
H -0.1 0.5 -0.1
H 0.5 1.1 -0.6
H -0.6 -0.3 0.0
H -0.1 -0.6 0.5
H 0.3 -0.6 -0.1
H 0.3 0.2 -0.4
H 0.6 0.8 -0.2

Total energy ... -1839.3185 Eh
Molar mass ... 490.65 g mol⁻¹
HOMO energy ... -10.19 eV
Orbital gap ... 6.16 eV
Charge ... +1

***

Computed, not measured: a structure of composition C30H44N4PPdS2Se in a non-equilibrium geometry, with ωB97M-V/def2-TZVPD.

CARTESIAN COORDINATES (ANGSTROEM)
Pd (0.253302, 0.973055, -0.874914)
N (-2.977941, 5.137525, 0.343308)
C (-2.969958, 4.367134, -0.772931)
N (-2.005903, 3.450976, -0.992393)
C (-2.229398, 2.863384, -2.196140)
C (-3.443751, 3.146192, -2.796159)
S (-4.298993, 4.257356, -1.928937)
C (-1.379098, 2.102350, -3.096491)
C (-1.579355, 1.780957, -4.406930)
S (-0.057019, 1.471624, -5.190747)
C (0.808053, 1.817626, -3.682464)
N (-0.058574, 1.928504, -2.674828)
N (2.135741, 1.685585, -3.489447)
H (-2.157329, 5.312765, 0.875957)
H (-3.706075, 5.818221, 0.400142)
H (-3.983539, 2.669353, -3.614670)
H (-2.562972, 2.024826, -4.865988)
H (2.735428, 1.459131, -4.294295)
H (2.405568, 1.460768, -2.561635)
C (-1.445054, 1.200342, 4.128461)
C (0.026201, 1.003518, 3.614157)
C (0.112005, -0.289035, 2.820708)
C (-1.008037, -0.555076, 1.780554)
C (-1.946924, 0.664995, 1.646846)
C (-2.505054, 1.115396, 3.036108)
P (-0.315363, -1.015194, 0.122267)
C (-1.434997, -2.029426, -1.011478)
C (-2.003458, -1.218310, -2.227837)
C (-3.277848, -1.877993, -2.792697)
C (-3.344464, -3.393580, -2.668252)
C (-3.216706, -3.876075, -1.165570)
C (-2.505574, -2.895858, -0.239525)
C (1.138607, -2.158694, 0.264063)
C (2.479590, -1.462419, -0.039087)
C (3.732693, -2.352461, 0.400172)
C (3.389656, -3.868142, 0.505728)
C (2.164785, -4.252912, 1.358327)
C (1.174714, -3.075861, 1.476601)
H (-1.574856, 2.184751, 4.633054)
H (-1.591459, 0.496250, 4.952401)
H (0.706458, 1.168409, 4.451128)
H (0.187000, 1.875217, 2.887321)
H (0.027893, -1.106284, 3.547708)
H (1.167637, -0.474945, 2.518543)
H (-1.685201, -1.370786, 2.089215)
H (-2.816293, 0.503738, 1.017962)
H (-1.430736, 1.535735, 1.159661)
H (-3.282976, 0.404024, 3.346004)
H (-3.031710, 2.050229, 2.995100)
H (-0.730916, -2.796812, -1.411611)
H (-1.202027, -1.178209, -3.012709)
H (-2.216878, -0.208618, -1.823680)
H (-3.202979, -1.592961, -3.835283)
H (-4.200923, -1.374484, -2.463673)
H (-2.557282, -3.851977, -3.237822)
H (-4.274299, -3.682546, -3.159629)
H (-2.600875, -4.874488, -1.168171)
H (-4.260185, -4.146695, -0.799259)
H (-2.105792, -3.424784, 0.571086)
H (-3.208465, -2.166650, 0.202693)
H (1.034034, -2.892554, -0.577054)
H (2.442333, -0.454165, 0.487974)
H (2.566697, -1.220968, -1.095558)
H (4.217272, -1.917067, 1.260787)
H (4.609991, -2.252685, -0.281718)
H (4.325744, -4.443605, 0.781744)
H (3.173584, -4.310376, -0.490739)
H (2.433620, -4.532035, 2.373311)
H (1.629466, -5.093813, 0.901679)
H (1.424287, -2.507270, 2.372910)
H (0.146120, -3.496182, 1.697486)
Se (0.910695, 2.765058, 0.797439)
C (2.835843, 2.662106, 1.015401)
C (3.690942, 2.979683, -0.071825)
C (5.083898, 2.975171, 0.063422)
C (5.601533, 2.591636, 1.322422)
C (4.777197, 2.271185, 2.370187)
C (3.381816, 2.278036, 2.234246)
H (3.084634, 3.416349, -0.915702)
H (5.774412, 3.374308, -0.723611)
H (6.690768, 2.430492, 1.456795)
H (5.216710, 1.973625, 3.310472)
H (2.690308, 2.044410, 3.059908)

Cartesian forces, eV/Å:
Pd 0.0 -1.2 1.1
N -1.2 0.3 -0.3
C 1.4 -2.6 -0.2
N -0.9 2.0 -0.3
C -2.7 -0.5 -1.8
C 0.1 -1.1 -0.2
S -0.4 1.8 1.9
C 3.2 -0.6 0.3
C -1.1 0.8 0.4
S 0.0 0.3 0.1
C -2.8 -0.7 1.1
N 1.1 1.0 -2.1
N 0.5 0.1 -2.0
H 0.7 -0.2 0.0
H -0.1 0.2 0.2
H 0.7 0.2 0.1
H 1.4 -0.5 -0.3
H -0.6 0.1 1.1
H 0.4 -0.3 0.9
C 1.0 0.6 0.9
C -2.1 2.3 -1.4
C 1.1 -1.3 1.3
C -0.9 -0.3 -0.3
C 0.2 1.6 0.4
C 0.1 -1.4 -0.3
P 1.2 1.9 -2.3
C -0.1 -1.6 0.8
C 0.2 -0.6 1.5
C 0.5 0.9 -0.5
C -0.2 0.4 1.1
C -0.5 -2.0 -0.9
C -0.9 2.2 -1.8
C 0.1 -1.6 -0.8
C 0.9 0.6 1.5
C -0.3 0.1 -1.0
C 1.0 -0.8 -0.4
C -0.2 0.7 0.0
C -0.7 -0.4 1.0
H 0.5 -0.4 -0.3
H -0.3 -0.4 -0.2
H 0.2 -0.6 -0.1
H 0.1 -1.2 1.0
H -0.2 -0.1 0.2
H -0.8 0.6 -0.7
H 0.4 0.0 0.5
H -0.1 -0.5 -0.3
H -0.2 -0.9 0.5
H 0.1 -0.1 -0.1
H -0.1 0.6 -0.5
H -0.3 0.6 0.1
H -0.7 0.3 0.8
H 0.2 -0.3 -0.7
H -0.4 -0.2 -0.6
H 0.3 -0.3 0.4
H 0.6 -0.1 -0.4
H -0.1 -0.5 0.3
H -1.2 1.7 0.0
H 1.3 0.3 -0.2
H 0.9 -0.7 1.2
H -0.1 -0.3 -0.1
H -0.3 0.7 0.3
H 0.5 -1.1 -0.5
H -0.3 -0.1 -0.1
H -0.4 -0.3 1.0
H -0.9 -0.1 -0.3
H -1.0 0.6 0.1
H 0.2 0.8 0.1
H 0.2 -0.2 0.1
H 0.3 0.0 0.0
H 0.1 0.1 0.0
H 0.9 0.5 -0.3
Se 1.1 1.1 -0.1
C -0.7 -0.2 -0.3
C -0.7 1.0 -0.2
C -0.2 0.3 0.2
C 1.3 -0.2 -1.0
C -0.9 -0.4 0.4
C 0.3 0.2 0.2
H 1.3 -0.6 0.5
H -0.8 -0.7 0.6
H -0.7 0.5 -0.1
H 0.1 -0.1 0.2
H 0.6 0.1 -0.4

Total energy ... -5055.5721 Eh
Molar mass ... 741.20 g mol⁻¹
HOMO energy ... -2.00 eV
Orbital gap ... 4.29 eV
Charge ... -1